# 1
14 unconnected molecules or ions with the total composition C56H98N14. Source: the Open Molecules 2025 dataset; level of theory: ωB97M-V/def2-TZVPD.

ORCA input file:
```
! wB97M-V def2-TZVPD RIJCOSX def2/J DEFGRID3
* xyz 0 1
N -9.01612 0.97722 2.82519
N 0.26366 2.04651 4.70980
N -2.83821 2.57432 0.66199
N 2.93187 -1.41934 -2.28742
N 8.08558 -5.88126 -2.06505
N -4.50677 -2.08639 1.99086
N 1.55330 -4.88551 -2.24295
N -2.16450 0.68458 -7.91532
N 1.80848 3.53337 -2.45478
N 3.54625 -2.71454 3.45670
N -1.77955 6.91302 -0.50998
N -6.08237 6.63411 4.45748
N -4.53608 -1.52780 -5.14893
N 2.85367 -7.52375 3.60488
C -6.08801 -0.35813 -2.18134
C 7.93781 -5.27674 -1.05149
C -5.76219 6.99869 3.41117
C 5.23852 -3.62250 -0.36172
C -1.62977 0.19890 0.53981
C 3.36284 0.84141 -3.66114
C 3.48895 -8.05282 1.10073
C 3.21316 -7.71968 2.48076
C 0.72092 8.79212 1.18966
C 4.17395 0.47324 -4.87328
C 1.35106 1.82987 4.30315
C -1.13518 7.28175 0.36882
C 0.62364 -0.96218 0.65577
C 3.19599 3.24509 1.95797
C 3.08830 -0.44993 -2.88903
C 0.16596 -2.07968 7.18262
C 3.22341 1.84344 2.40937
C 3.65084 -0.69804 -5.73386
C -2.31179 1.52529 0.61717
C 4.38596 -5.46608 -4.47070
C -0.69463 -0.68575 -5.01714
C -6.07474 3.01209 3.18232
C -4.13792 9.61233 3.01731
C 6.68524 -3.40130 0.07149
C 2.14170 -4.86047 -3.20165
C -6.40336 -1.07353 -3.47882
C -2.69966 -2.64483 3.81261
C 1.98071 -3.03335 5.60301
C -1.76065 3.82479 -4.26895
C -1.52622 -0.09271 -7.31611
C -0.81416 -1.09069 -6.49790
C 0.67965 3.62391 -2.14769
C -4.85103 -1.00670 -1.42739
C 2.89965 -2.83388 4.39229
C -0.53488 -3.69570 2.61378
C 2.95093 -4.82019 -4.45395
C 4.17607 -6.99640 -4.63361
C -5.34415 -1.27000 -4.42043
C -1.23189 -2.52646 3.44916
C -1.65948 3.07323 -2.93928
C -3.68251 -2.33807 2.72534
C 7.72467 -4.55032 0.14775
C -0.19228 0.39991 0.61744
C 2.29929 -8.27236 0.23228
C -6.52193 1.53279 3.33987
C -0.43577 7.83202 1.60096
C -5.37975 7.46675 2.11637
C 1.18675 -7.36387 0.40882
C -4.14909 8.37215 2.13635
C 2.04192 8.09351 1.01390
C 2.71876 1.46458 3.84054
C -6.07497 3.58534 1.77081
C -0.02176 -1.66109 -4.04574
C 1.30479 -1.77185 6.12046
C -7.89038 1.23393 3.04134
C -0.74597 3.62631 -1.80361
H -6.71819 -2.04473 -3.09703
H 1.93652 -9.29876 0.28702
H -5.12790 10.06818 3.03195
H 3.78982 -7.16452 -5.63893
H 0.08243 -1.14825 7.74259
H -2.96528 -3.63290 4.18845
H 2.13067 7.34814 0.22357
H -1.40748 2.02187 -3.07801
H 7.52221 -5.17053 1.02093
H -1.99624 -0.34960 1.40754
H -0.64535 -2.49459 4.36733
H 2.60358 -8.16201 -0.80854
H -5.89775 0.87814 2.73165
H -5.09267 3.05513 3.65324
H 7.05100 -2.81813 -0.77362
H -2.65590 3.09823 -2.49814
H 0.58094 -2.79371 7.89402
H 0.48086 -3.37485 2.38262
H 0.92029 9.63137 1.85601
H 0.08733 -1.69999 0.05901
H 3.86824 3.97282 2.41250
H -1.80256 4.89657 -4.07499
H -0.85637 3.70166 -4.86495
H 3.44294 1.84255 4.56221
H 5.19461 -7.38190 -4.67897
H -0.24049 0.29413 -4.86989
H 4.59181 -2.77757 -0.12511
H -6.70196 3.51755 3.91663
H -0.65825 -2.54559 -4.02020
H 0.80444 -1.32550 1.66741
H 2.47402 -5.38131 -5.25756
H 4.25094 1.35946 -5.50319
H -4.94035 -0.80848 -0.35929
H 1.18909 -3.75893 5.41601
H 2.74650 8.89570 0.79447
H -6.93164 -0.36955 -1.49123
H 3.67942 -7.43229 -3.76675
H 1.50275 -6.40336 0.00178
H 0.84624 -1.09627 5.39836
H -1.16193 -1.55835 2.95321
H 2.19694 7.62605 1.98631
H 0.22000 0.96220 1.45527
H -3.39630 10.32266 2.65188
H 3.66887 3.24888 0.97590
H -0.26544 6.92960 2.18809
H 2.78686 0.39434 4.03557
H 5.15656 0.11610 -4.56501
H 3.49943 -1.60435 -5.14752
H 8.68826 -4.09460 0.37559
H -1.45646 -1.96339 -6.61597
H 5.05897 -5.03506 -5.21189
H -0.34183 -4.63294 3.13570
H -0.78661 2.90650 -0.98609
H -1.09856 -3.80130 1.68684
H 4.92972 -3.73705 -1.40076
H 0.83210 -7.15516 1.41817
H 4.40596 -0.81152 -6.51169
H -0.96435 4.64101 -1.47076
H 4.00485 -7.18173 0.69681
H -2.93891 -2.05483 4.69735
H 2.22045 3.72331 2.04588
H -4.85130 -2.09368 -1.50843
H 1.62665 -0.73327 0.29568
H 0.44637 9.29718 0.26358
H 3.87456 1.63371 -3.11479
H -1.74811 -0.56316 -4.76559
H -5.31047 4.35538 1.66740
H 2.51542 -3.63105 6.34121
H 0.16780 -1.21586 -6.95416
H 0.12059 0.95638 -0.26605
H 6.78958 -2.80978 0.98105
H -4.16807 8.69614 1.09579
H 2.31725 1.06501 -3.87296
H -1.97069 -0.26878 -0.38386
H 2.15189 -1.26157 6.57890
H -7.17275 -0.55049 -4.04676
H -5.27768 6.66732 1.38248
H -5.95583 2.77249 1.05444
H -1.17018 8.51603 2.02623
H 2.62878 1.15747 1.80606
H -6.34617 1.18838 4.35897
H -5.81169 0.65421 -2.47615
H -3.87775 9.30207 4.02932
H -6.95601 4.21244 1.63431
H 0.10353 -1.24474 -3.04622
H -3.85524 -0.60102 -1.60607
H -3.21608 7.83038 2.29152
H 2.63712 -0.48587 -6.07364
H 0.90730 -2.12487 -4.37717
H 4.88082 -4.60517 -0.05429
H 4.22543 -8.85623 1.08555
H 0.36283 -7.70887 -0.21586
H 2.94858 -3.76156 -4.71359
H 4.23336 1.49676 2.19047
H -6.22206 8.10293 1.84457
H -0.82508 -2.43881 6.90518
H 4.91485 -5.22774 -3.54789
H -2.49088 3.45703 -4.98980
*
```

ΔE to the lowest compared entry with this formula, charge and spin, kJ/mol: 667.5
Orbital gap, eV: 11.2



# 2
8 unconnected molecules or ions with the total composition C57H116N8O5. Source: the Open Molecules 2025 dataset; level of theory: ωB97M-V/def2-TZVPD.

ORCA input file:
```
! wB97M-V def2-TZVPD RIJCOSX def2/J DEFGRID3
* xyz 0 1
O 0.86406 -1.28979 -4.59373
O -1.23973 4.10887 0.61557
O 0.58133 0.14288 3.53498
O 5.47522 -0.95357 1.25363
O -5.69895 -1.88673 2.84869
N 1.49009 -0.28923 4.62482
N -5.46195 -2.04368 4.25975
N 4.09700 -1.02339 0.81278
N -4.55865 1.96731 -2.93433
N 0.83773 -0.38475 -5.64070
N -0.85582 -0.17407 -2.51845
N 3.16867 -4.97724 -2.80899
N -0.50824 5.15030 -0.15033
C -3.65302 0.52090 -4.94906
C 0.40416 3.08878 -1.43001
C 1.85310 -0.85720 -1.05054
C 4.49906 1.15014 -0.57435
C -2.07975 -1.08845 1.05112
C 3.62176 0.32469 0.40246
C -0.27345 0.78499 6.06250
C 0.59461 -1.10314 -6.91162
C 2.14592 -2.19928 6.09545
C -1.69951 4.49247 -2.11770
C -0.24652 4.52368 -1.44601
C -1.60710 0.15030 -1.72614
C 2.02497 0.57904 -5.61211
C 0.90398 -4.28642 -3.79923
C -3.84502 -0.12668 4.14896
C -4.19389 1.39237 -3.84520
C 1.33991 -1.75202 4.83654
C -5.02372 -0.72862 4.85185
C 1.21981 0.66833 5.72843
C 2.47795 -2.16180 -0.53775
C 2.01084 1.44699 -6.86345
C 0.64045 5.42177 -2.32251
C -2.39881 0.68014 -0.64748
C 2.12369 -4.76008 -3.22258
C 1.45593 4.36079 1.33688
C 1.82305 5.81482 -1.54516
C -3.36238 -3.19480 3.49677
C 3.93282 -2.09972 -0.19482
C 1.77674 -1.37541 7.34026
C -0.20089 -2.06997 5.08931
C 1.57382 -2.24167 -7.14940
C 0.61697 -0.12432 -8.10393
C -6.32318 0.20929 4.79443
C -3.64088 -2.09597 6.39871
C 3.35429 -0.21848 -5.35551
C 1.80401 1.44604 -4.41335
C -4.62250 -0.96452 6.29245
C -4.64100 -3.24811 4.41451
C -4.19485 -3.34380 5.84716
C 1.77420 -2.48369 3.60356
C -0.24909 -4.07461 -2.76961
C -2.07467 2.24902 -5.96644
C 0.24405 6.30862 1.87726
C -3.33573 1.42302 -6.19630
C 1.59084 6.41318 -0.21510
C 0.74607 5.49940 0.65723
C 1.96255 0.69207 -8.15512
C -0.83765 -1.61303 -6.86329
C 4.83228 -1.89540 -1.37399
C 4.35370 -3.47874 0.44243
C 2.00428 0.10382 6.91703
C -5.51256 -4.47661 4.06644
C 3.60063 1.17925 1.68815
C -0.99766 -5.32358 -2.44823
C -1.97843 0.39777 0.78143
C 2.18038 0.25584 -0.08603
C 1.77605 2.06106 5.34992
H -3.57531 0.77488 4.70742
H -5.64985 -1.26780 6.80809
H -1.27843 -1.56512 0.48005
H -4.39795 -0.23633 -5.17719
H 3.17972 -0.76330 -4.37397
H -0.64882 -1.74687 6.00064
H 1.81672 -3.23507 6.13209
H -2.60906 1.05750 1.40238
H 4.07745 0.51617 -5.16219
H -1.88992 3.01673 -6.79737
H 1.19336 -2.21531 2.68938
H -3.07487 -0.78788 4.21987
H -0.52108 5.73121 2.45148
H -6.61507 -2.09777 2.95887
H 3.55242 -0.92302 -6.14676
H -0.53030 1.79528 6.41735
H 0.89658 -1.58437 7.97163
H -0.20864 0.58761 -8.17206
H -2.53762 -2.62387 3.81180
H -4.97839 -3.64127 6.57607
H 4.28838 0.88052 -1.60521
H -2.48608 1.77526 -0.75448
H 2.40925 2.32816 -4.39095
H 1.91753 0.76328 7.76492
H 1.59040 -0.01686 0.80055
H 1.08130 0.10986 2.74956
H 0.60744 -0.81138 -8.99916
H -6.33773 -4.45988 4.81191
H -1.55368 -0.84661 -6.67317
H 5.82507 -1.58177 -0.93846
H 2.19912 3.74139 0.68050
H 2.26456 -0.60253 -1.97080
H -3.05450 -1.38635 0.80555
H -2.07059 3.59504 -1.69511
H -2.10770 2.79436 -5.00304
H 4.49601 1.78035 1.89085
H -7.20613 -0.45428 4.93034
H 5.55981 1.03301 -0.31354
H 2.90460 2.06374 -6.75408
H 1.05490 2.57532 4.65351
H -3.44257 0.27080 -0.77364
H -0.79497 -1.50679 4.30188
H 1.05597 6.66608 2.48433
H -0.90382 -2.23866 -5.95862
H -3.42485 -2.23186 7.51734
H 5.48739 -1.58254 1.98867
H 2.09044 1.35387 -9.05324
H -1.12967 -2.14354 -7.81182
H -3.00157 -4.27915 3.27748
H -1.56084 4.34360 -3.15019
H 4.18360 -4.27105 -0.30720
H 5.41796 -3.35833 0.74684
H 2.58982 6.44241 0.24559
H -4.77049 -5.34910 4.12889
H 4.93882 -2.74521 -2.05203
H -5.95255 -4.31857 3.08685
H 0.03548 2.45580 -0.60062
H 1.16680 -3.02769 -7.79749
H 1.46382 3.13502 -1.58484
H -1.85079 -5.07938 -1.78006
H 2.51954 4.91014 -1.48537
H 1.67518 -3.60541 3.71441
H -2.76899 -0.01922 -4.54564
H 3.00587 0.18204 6.55120
H 1.19217 7.44485 -0.19588
H 1.97928 -2.49508 0.39683
H 2.73855 1.85777 1.66088
H 1.10973 2.06161 -6.76704
H 0.29345 -0.82959 -3.90321
H -6.22968 0.98164 5.57478
H 2.79190 2.04714 5.02356
H 4.17233 2.21356 -0.48378
H -4.02719 0.01811 3.08689
H 1.61197 2.54328 6.29982
H 1.09040 4.93239 -3.20952
H -0.40603 -3.19161 4.96187
H 1.90682 0.92537 -3.48447
H -4.34915 -0.04417 6.73781
H 0.74068 1.70460 -4.40078
H 2.58064 -1.63128 8.06154
H -2.23100 5.41196 -1.85730
H 2.78252 -2.19542 3.29432
H -3.10950 0.73127 -7.00184
H 3.21258 -2.04932 5.90941
H 1.91756 -2.70684 -6.22035
H 3.90117 -3.73580 1.38464
H 1.88802 1.24280 -0.41794
H -3.73992 -2.80168 2.58800
H -4.22457 2.05145 -6.40168
H -0.01042 2.57772 -2.32962
H 0.15142 6.37933 -2.63526
H -0.30993 -6.05528 -1.99030
H -1.00698 -3.39207 -3.18274
H 4.52272 -1.07386 -2.04276
H -0.36181 7.15423 1.45897
H 2.46860 -1.85268 -7.67899
H 1.12209 -3.27836 -4.20066
H 0.78321 -1.00075 -1.20046
H -6.38896 0.73910 3.83596
H 2.49231 6.48648 -2.16603
H 0.71981 3.65395 1.66558
H -2.09214 4.61471 0.77506
H 2.76670 -0.09425 -8.23262
H -1.48582 -5.80555 -3.30732
H -3.47532 -4.18129 5.91612
H 3.44628 0.56894 2.58632
H 0.21499 -3.59969 -1.91776
H -1.19413 1.58058 -5.81619
H -0.76329 0.74268 5.09534
H 2.09159 4.81625 2.09319
H 2.32326 -3.03926 -1.22537
H -0.95646 0.83823 0.93933
H -1.83964 -1.25932 2.07002
H -0.76004 0.02414 6.63188
H 0.55086 -4.96797 -4.58312
H -2.67546 -1.73756 5.89199
*
```

SMILES string: CC1(C)CCCC(C)(C)N1O.CC1(C)CCCC(C)(C)N1O.CC1(C)CCCC(C)(C)N1O.CC1(C)CCCC(C)(C)N1O.CC1(C)CCCC(C)(C)N1O.CCCC#N.CCCC#N.CCCC#N
Orbital gap, eV: 8.8



| no. | E (a.u.) |
| --- | --- |
| 1 | -2958.8847 |
| 2 | -3055.3405 |